# 1
# C20H21ClN3O2ReSSe

A molecular structure, C20H21ClN3O2ReSSe (wB97M-V/def2-TZVPD, the OMol25 dataset).

XYZ file:
```
50
Properties=species:S:1:pos:R:3:forces:R:3
Re -0.959 -0.196 1.357 0.1 -0.2 0.2
Cl -7.764 2.433 0.243 0.0 0.0 0.0
C -6.096 2.091 0.549 -0.1 0.2 0.0
C -5.225 3.151 0.881 -0.1 0.0 0.0
C -3.905 2.920 1.135 0.1 0.1 0.0
C -3.360 1.616 1.073 -0.1 0.0 0.0
O -2.097 1.468 1.344 0.2 -0.4 0.0
C -4.243 0.555 0.730 0.0 0.2 0.0
C -3.822 -0.778 0.613 0.0 -0.2 -0.1
O -2.662 -1.242 0.781 0.0 0.0 0.0
C -5.618 0.827 0.475 0.0 -0.3 0.0
H -5.623 4.157 0.935 0.0 0.0 0.0
H -3.236 3.729 1.400 0.0 0.0 0.0
H -4.584 -1.511 0.337 0.0 0.0 0.0
H -6.280 0.006 0.221 0.0 0.0 0.0
C 3.768 2.035 0.375 -0.1 0.0 0.0
N 2.736 2.481 -0.551 0.4 -0.1 0.0
C 1.530 2.946 -0.230 -0.2 0.0 0.1
Se 0.732 3.068 1.460 0.1 0.7 0.0
N 0.921 3.338 -1.356 -0.1 0.1 -0.2
C 1.753 3.130 -2.452 -0.1 0.0 0.1
C 1.594 3.362 -3.811 -0.1 0.0 0.0
C 2.655 3.009 -4.624 0.0 0.0 0.0
C 3.827 2.447 -4.101 0.1 0.0 0.0
C 3.980 2.216 -2.747 0.1 0.0 0.0
C 2.912 2.569 -1.933 0.1 0.0 0.1
H 3.425 2.194 1.394 0.0 0.0 -0.1
H 4.674 2.613 0.200 0.0 0.0 0.0
H 3.967 0.976 0.224 0.0 0.0 0.0
H -0.017 3.705 -1.366 0.0 0.0 0.0
H 0.689 3.798 -4.214 0.1 0.0 0.0
H 2.581 3.170 -5.692 0.0 0.0 0.1
H 4.633 2.190 -4.777 0.0 0.0 0.0
H 4.887 1.783 -2.345 0.0 0.0 0.0
C -0.314 -5.462 1.996 0.0 0.0 0.0
C 0.826 -4.556 1.502 0.1 -0.2 0.0
C 2.026 -4.614 2.461 0.0 0.0 0.0
C 1.251 -4.946 0.076 0.0 0.0 0.0
C 0.333 -3.175 1.464 0.0 -0.3 0.0
N -0.058 -2.101 1.439 -0.4 0.8 -0.1
H 0.060 -6.485 2.069 0.0 0.1 0.0
H -1.156 -5.452 1.304 0.0 0.0 0.0
H -0.666 -5.155 2.982 0.0 0.0 0.0
H 2.382 -5.643 2.513 0.0 0.0 0.0
H 1.743 -4.296 3.465 0.0 0.0 0.0
H 2.842 -3.984 2.109 0.0 0.0 0.0
H 1.646 -5.963 0.095 0.0 0.0 0.0
H 2.031 -4.282 -0.299 0.0 0.0 0.0
H 0.403 -4.919 -0.608 0.0 0.0 0.0
S 0.877 0.777 1.901 0.0 -0.5 -0.1
```
Forces are in eV/Å.

Multiplicity ... 2
Charge ... +1
Frontier orbital gap (spin up / spin down) ... 6.939 / 6.400 eV
LUMO energy (spin up / spin down) ... -3.331 / -3.441 eV
Energy ... -120474.49481 eV

---

# 2
# C20H21ClN4O

A single C20H21ClN4O molecule (wB97M-V/def2-TZVPD, the OMol25 dataset).

XYZ file:
```
47
Properties=species:S:1:pos:R:3:forces:R:3
O 6.653 0.548 1.391 0.5 0.1 0.0
C 5.326 0.296 0.998 -0.4 -0.2 -0.3
C 5.262 -0.612 -0.248 0.1 0.1 0.2
N 3.949 -0.997 -0.710 0.0 0.0 0.1
C 3.264 -1.945 0.153 0.0 -0.1 -0.1
C 1.824 -2.125 -0.303 0.2 -0.4 0.1
N 1.115 -0.872 -0.161 0.3 0.0 0.0
C -0.227 -0.851 -0.125 -0.6 -0.5 0.1
N -0.810 0.372 -0.061 -0.2 0.4 0.0
C -2.114 0.437 0.006 0.3 -0.4 0.0
C -2.702 1.785 -0.009 -0.2 0.3 0.0
C -3.767 2.098 -0.849 0.1 -0.1 0.0
C -4.295 3.376 -0.855 -0.1 0.1 -0.1
C -3.769 4.352 -0.024 0.0 0.0 0.0
C -2.697 4.051 0.800 0.0 0.1 0.0
C -2.160 2.778 0.802 0.0 -0.1 0.0
C -2.915 -0.742 0.083 0.4 -0.4 -0.1
C -4.303 -0.758 0.293 -0.3 -0.2 0.0
C -4.965 -1.956 0.313 0.1 0.4 0.0
Cl -6.679 -1.990 0.568 -0.2 0.0 0.0
C -4.286 -3.173 0.136 0.2 0.0 0.0
C -2.931 -3.180 -0.031 -0.2 0.0 0.0
C -2.204 -1.969 -0.043 -0.4 0.5 0.0
N -0.870 -2.008 -0.166 0.5 0.0 -0.1
C 1.904 0.335 -0.235 0.3 0.4 -0.1
C 3.088 0.085 -1.169 -0.2 0.0 -0.1
H 7.132 0.930 0.647 0.0 0.0 0.1
H 4.797 1.241 0.805 0.0 -0.1 0.1
H 4.862 -0.193 1.857 -0.1 0.1 -0.1
H 5.818 -1.529 -0.032 0.1 0.1 0.0
H 5.766 -0.103 -1.078 0.1 0.0 0.1
H 3.261 -1.635 1.210 0.0 -0.1 0.0
H 3.792 -2.902 0.086 -0.1 0.0 0.1
H 1.804 -2.459 -1.348 0.0 -0.1 0.1
H 1.313 -2.878 0.300 0.2 0.0 -0.1
H -4.162 1.346 -1.517 -0.1 -0.1 0.0
H -5.119 3.612 -1.511 0.0 0.0 -0.1
H -4.189 5.347 -0.026 0.0 0.1 0.0
H -2.278 4.813 1.442 0.0 0.0 0.1
H -1.322 2.531 1.437 0.1 0.0 0.1
H -4.836 0.166 0.455 -0.1 0.0 0.0
H -4.847 -4.095 0.151 0.0 -0.1 0.0
H -2.382 -4.101 -0.144 0.1 -0.1 0.0
H 1.268 1.140 -0.609 0.2 -0.1 0.1
H 2.262 0.615 0.764 0.0 0.1 -0.1
H 3.670 1.001 -1.284 0.0 0.0 0.0
H 2.696 -0.186 -2.158 0.0 0.2 0.0
```
Forces are in eV/Å.

ΔE to the lowest compared entry with this formula, charge and spin ... 0.0 kcal/mol
SMILES string ... OCCN1CCN(c2nc(-c3ccccc3)c3cc(Cl)ccc3n2)CC1
Charge ... 0
Frontier orbital gap ... 7.778 eV
LUMO energy ... -0.054 eV
Energy ... -41611.62938 eV

---

The lowest energy belongs to which entry? C20H21ClN3O2ReSSe

---

Which value of charge does entry 2 give? 0

---

Among the records above, which one has the lowest energy? C20H21ClN3O2ReSSe